a:
Molecular formula: C5H9BN2O3
Method: DFT, wB97M-V/def2-TZVPD

Computed properties:
structure (SMILES): COc1cnco1.OB1CN1

Structure (ORCA input):
```
! wB97M-V def2-TZVPD RIJCOSX def2/J DEFGRID3
* xyz 0 1
B -1.851 2.427 -0.219
C -0.406 -2.230 1.366
C 0.671 -1.782 0.659
C -1.082 -1.637 -0.544
C -0.410 2.664 -0.753
C 2.848 -1.297 -0.023
N -1.509 -2.123 0.566
N -0.791 2.004 0.508
O 0.248 -1.399 -0.567
O -3.185 2.487 -0.247
O 1.960 -1.699 1.006
H -0.461 -2.611 2.362
H 0.111 3.615 -0.649
H 0.077 2.021 -1.484
H -1.656 -1.413 -1.417
H 2.754 -1.948 -0.897
H 3.847 -1.382 0.399
H 2.656 -0.264 -0.325
H -0.248 1.677 1.281
H -3.573 2.889 -1.023
*
```

---

b:
Molecular formula: C5H9BN2O3
Method: DFT, wB97M-V/def2-TZVPD

Computed properties:
structure (SMILES): Cc1cnn(C)c1OB(O)O

Structure (ORCA input):
```
! wB97M-V def2-TZVPD RIJCOSX def2/J DEFGRID3
* xyz 0 1
B 2.088 -0.084 -0.289
C -2.318 0.488 0.348
C -1.080 0.916 -0.114
C -0.398 -0.291 -0.326
C -0.406 2.152 -0.541
C -0.919 -2.716 0.005
N -2.412 -0.815 0.429
N -1.218 -1.359 0.023
O 2.184 0.387 0.978
O 3.265 -0.339 -0.927
O 0.935 -0.560 -0.777
H -3.209 1.086 0.514
H 0.718 1.874 -0.825
H -0.857 2.632 -1.507
H -0.431 2.898 0.189
H -1.756 -3.328 0.553
H -0.804 -3.097 -1.016
H 0.057 -2.815 0.452
H 2.804 1.041 1.262
H 3.986 -0.238 -0.285
*
```

---

Relative energies, unit kcal/mol: a 69.8; b 0.0